Formula: C19H25N3PtSSi
Source: the Open Molecules 2025 dataset
Level of theory: ωB97M-V/def2-TZVPD

The geometry in XYZ format:
```
50
Properties=species:S:1:pos:R:3:nbo_charge:R:1
C -2.342 -1.892 0.849 -0.077
C -1.221 -2.466 1.515 -0.214
C -1.058 -1.791 2.762 -0.278
H -0.596 -3.273 1.132 0.242
C -2.065 -0.785 2.854 -0.086
C -2.860 -0.850 1.672 -0.439
H -3.738 -0.241 1.454 0.202
H -2.728 -2.186 -0.123 0.227
H -0.301 -2.021 3.502 0.240
H -2.208 -0.109 3.689 0.210
Pt -0.062 3.504 -0.005 0.846
C 1.836 3.410 -0.104 -0.767
H 2.279 3.028 0.817 0.259
H 2.137 4.449 -0.307 0.275
H 2.304 2.733 -0.832 0.268
Si 0.754 -0.314 -0.553 1.042
C 0.826 -0.435 -2.378 -0.543
C 0.173 -1.611 -2.822 -0.202
H -0.202 -2.318 -2.064 0.222
C -0.025 -1.771 -4.193 -0.189
H -0.522 -2.665 -4.544 0.235
C 0.411 -0.792 -5.089 -0.181
H 0.283 -0.944 -6.160 0.239
C 1.013 0.387 -4.653 -0.192
H 1.307 1.184 -5.351 0.234
C 1.211 0.581 -3.279 -0.207
H 1.584 1.537 -2.868 0.189
C 2.084 -1.044 0.475 -0.553
C 2.813 -2.078 -0.143 -0.192
H 2.848 -2.132 -1.227 0.231
C 3.395 -3.041 0.675 -0.195
H 3.896 -3.883 0.204 0.235
C 3.322 -2.962 2.063 -0.174
H 3.759 -3.739 2.685 0.239
C 2.672 -1.874 2.669 -0.224
H 2.634 -1.796 3.750 0.226
C 2.064 -0.893 1.878 -0.138
H 1.541 -0.052 2.332 0.192
H 0.115 2.891 -1.505 0.096
H -0.419 -1.050 -0.280 -0.222
N -1.861 2.258 -0.372 -0.617
N -2.887 2.754 0.500 -0.432
C -2.483 3.046 1.762 0.310
N -3.435 3.278 2.660 -0.696
S -0.843 3.114 2.224 0.140
H -2.200 2.352 -1.330 0.433
H -1.752 1.232 -0.243 0.451
H -3.855 2.400 0.361 0.440
H -3.178 3.519 3.595 0.451
H -4.419 3.354 2.348 0.444
```

energy relative to the best compared isomer or geometry (same formula, charge and spin)	163.36	kJ/mol
multiplicity	5
total charge	+2
⟨S²⟩	6.029
Kohn-Sham gap (alpha / beta)	0.178 / 0.084	hartree
calculated total energy	-1709.35573	Eh